<1>
Here is a single C6H11NO molecule from the OMol25 dataset. Energies are from the ωB97M-V functional and the def2-TZVPD basis.

Last column: Löwdin charge in e.
Positions of all 19 atoms, in Å:
1 C 0.99 0.60 -2.24  -0.152
2 C 1.28 0.18 -0.84  -0.206
3 C 0.14 0.57 0.11  -0.256
4 C -0.74 -0.57 0.37  -0.199
5 C -2.26 -0.34 0.63  -0.072
6 N 0.15 0.10 1.41  -0.002
7 C 0.95 -0.23 2.36  -0.334
8 O 2.18 0.01 2.23  -0.028
9 H 1.69 0.22 -2.99  0.082
10 H 0.46 1.51 -2.50  0.074
11 H 0.15 0.06 -2.62  0.053
12 H 2.34 0.41 -0.50  0.123
13 H 1.38 -1.00 -1.07  0.157
14 H -0.51 1.54 -0.04  0.195
15 H -0.56 -1.50 0.06  0.097
16 H -2.33 -0.88 1.61  0.073
17 H -2.77 0.70 0.90  0.110
18 H -2.92 -0.69 -0.29  0.101
19 H 0.40 -0.71 3.40  0.182

Values from the calculation:
SMILES: CC[C@H]1[C@H](C)N1C=O
Frontier orbital gap in hartree: 0.379

<2>
Here is a single C6H11NO molecule from the OMol25 dataset. Energies are from the ωB97M-V functional and the def2-TZVPD basis.

Last column: Löwdin charge in e.
Positions of all 19 atoms, in Å:
1 C 2.48 -0.48 0.18  -0.066
2 C 1.29 0.07 -0.43  -0.289
3 C 0.12 -0.85 -0.54  -0.163
4 O -1.23 -0.75 -1.19  -0.141
5 C -2.13 -0.45 -0.01  -0.153
6 C -1.14 -0.08 1.12  -0.105
7 C 0.03 0.50 0.26  -0.398
8 N -0.38 1.73 -0.37  0.025
9 H 2.12 -1.40 0.61  0.068
10 H 3.16 -0.67 -0.73  0.117
11 H 2.94 0.32 0.83  0.111
12 H 1.37 0.79 -1.34  0.175
13 H 0.18 -1.81 0.02  0.147
14 H -2.82 -1.28 0.28  0.119
15 H -2.82 0.30 -0.34  0.095
16 H -0.93 -0.88 1.76  0.090
17 H -1.60 0.88 1.52  0.124
18 H -1.02 1.61 -1.22  0.125
19 H 0.40 2.46 -0.41  0.119

Values from the calculation:
SMILES: C[C@H]1[C@@H]2OCC[C@@]12N
Frontier orbital gap in hartree: 0.324

<3>
Here is a single C6H11NO molecule from the OMol25 dataset. Energies are from the ωB97M-V functional and the def2-TZVPD basis.

Last column: Löwdin charge in e.
Positions of all 19 atoms, in Å:
1 C -0.52 1.01 1.35  -0.043
2 C -0.32 0.16 0.09  -0.580
3 C -0.45 -1.32 0.45  -0.044
4 C -1.38 0.53 -0.96  -0.049
5 C 1.06 0.47 -0.46  -0.152
6 N 1.79 -0.46 -1.36  0.177
7 C 2.22 -0.35 -0.10  -0.470
8 O 3.03 -0.72 0.69  0.119
9 H -0.43 2.07 1.12  0.084
10 H 0.23 0.75 2.10  0.091
11 H -1.51 0.83 1.77  0.086
12 H -1.41 -1.51 0.91  0.088
13 H -0.37 -1.95 -0.44  0.081
14 H 0.33 -1.62 1.15  0.088
15 H -2.37 0.32 -0.59  0.085
16 H -1.32 1.59 -1.20  0.083
17 H -1.22 -0.04 -1.88  0.082
18 H 1.20 1.51 -0.75  0.145
19 H 1.44 -1.25 -1.88  0.127

Values from the calculation:
SMILES: CC(C)(C)[C@@H]1NC1=O
Frontier orbital gap in hartree: 0.376

Tell me which of them is the least stable. Sure, it is <2>.

<1>
Here is 2 unconnected molecules or ions with the total composition C5H14Cl2Si2 from the OMol25 dataset. Energies are from the ωB97M-V functional and the def2-TZVPD basis.

Last column: Löwdin charge in e.
Positions of all 23 atoms, in Å:
1 C -0.04 -2.68 0.30  -0.220
2 Si 0.30 -1.12 1.43  0.452
3 C 2.21 -0.67 1.31  -0.188
4 C 0.07 -1.64 3.30  -0.214
5 Si -1.35 0.43 0.88  -0.291
6 Cl -1.97 0.28 -1.11  0.184
7 Cl -0.83 2.38 1.03  0.241
8 H 0.69 -3.47 0.53  0.030
9 H -0.99 -3.02 0.86  0.052
10 H -0.16 -2.48 -0.70  -0.029
11 H 2.58 -1.30 2.19  0.055
12 H 2.60 -0.99 0.37  0.011
13 H 2.33 0.36 1.45  -0.012
14 H -0.91 -1.59 3.78  0.030
15 H 0.32 -2.73 3.37  0.040
16 H 0.87 -1.01 3.60  -0.016
17 H -2.68 0.15 1.36  -0.092
18 C -0.45 3.53 -4.56  -0.067
19 C -0.41 2.80 -3.46  -0.071
20 H -0.89 4.47 -4.53  0.029
21 H -0.22 3.10 -5.50  0.033
22 H -0.86 3.40 -2.76  0.007
23 H -0.21 1.79 -3.14  0.036

Values from the calculation:
SMILES: C[Si](C)(C)[SiH](Cl)Cl.C=C
Frontier orbital gap in hartree: 0.386

<2>
Here is a molecular structure, C5H14Cl2Si2 from the OMol25 dataset. Energies are from the ωB97M-V functional and the def2-TZVPD basis.

Last column: Löwdin charge in e.
Positions of all 23 atoms, in Å:
1 C -3.60 1.66 0.44  -0.249
2 C 2.73 0.96 0.21  -0.248
3 C 1.64 -1.89 1.09  -0.267
4 C 1.77 -1.22 -1.99  -0.229
5 C -2.26 1.17 1.02  -0.426
6 Si 1.54 -0.51 -0.17  0.598
7 Si -1.41 0.00 -0.19  -0.084
8 Cl -1.86 -2.01 -0.07  0.228
9 Cl -2.33 0.53 -2.07  0.192
10 H -3.38 2.25 -0.43  0.024
11 H -4.20 0.83 0.24  0.035
12 H -4.21 2.20 1.18  0.083
13 H 3.60 0.80 -0.50  0.031
14 H 2.39 2.01 0.12  0.019
15 H 3.23 1.05 1.21  0.033
16 H 2.62 -2.53 0.86  0.083
17 H 1.69 -1.72 2.16  0.019
18 H 0.78 -2.50 0.88  -0.039
19 H 0.83 -1.36 -2.50  -0.006
20 H 2.24 -0.47 -2.59  -0.011
21 H 2.55 -2.10 -2.15  0.078
22 H -2.58 0.74 1.96  0.055
23 H -1.77 2.13 1.30  0.080

Values from the calculation:
Frontier orbital gap in hartree: 0.324

Tell me which of them is the least stable. Sure, it is <1>.

<1>
Here is a molecular structure, C3H5N2 from the OMol25 dataset. Energies are from the ωB97M-V functional and the def2-TZVPD basis.

Last column: Löwdin charge in e.
Positions of all 10 atoms, in Å:
1 C 1.18 0.74 -0.12  -0.063
2 C -0.23 0.68 0.36  -0.053
3 C 0.08 -0.81 0.42  -0.130
4 N 1.42 -0.50 -0.20  0.160
5 N -0.96 -0.31 -0.47  0.217
6 H 1.89 1.61 -0.39  0.174
7 H -0.90 1.32 0.97  0.174
8 H 0.05 -1.60 1.14  0.169
9 H -1.87 -0.66 -0.29  0.181
10 H -0.67 -0.48 -1.41  0.172

Values from the calculation:
Frontier orbital gap in hartree: 0.409
Net charge: +1

<2>
Here is 2 unconnected molecules or ions with the total composition C3H5N2 from the OMol25 dataset. Energies are from the ωB97M-V functional and the def2-TZVPD basis.

Last column: Löwdin charge in e.
Positions of all 10 atoms, in Å:
1 C -0.74 -0.35 0.20  0.089
2 C 0.52 0.12 0.85  -0.133
3 C 0.37 0.08 -0.70  -0.148
4 N 0.81 1.27 0.01  0.144
5 N 1.41 -0.71 -0.01  0.211
6 H -1.26 -1.29 0.29  0.092
7 H -2.49 1.20 -0.25  0.227
8 H 0.17 2.05 0.07  0.128
9 H 2.37 -0.36 -0.11  0.197
10 H 1.35 -1.74 0.01  0.195

Values from the calculation:
Frontier orbital gap (spin up / spin down) in hartree: 0.335 / 0.383
Net charge: +1

Tell me which of them is the least stable. Sure, it is <2>.

<1>
Here is a gas-phase ion, C3H5N2 (charge +1) from the OMol25 dataset. Energies are from the ωB97M-V functional and the def2-TZVPD basis.

Last column: Löwdin charge in e.
Positions of all 10 atoms, in Å:
1 C 0.23 1.11 -0.27  0.127
2 C -0.19 0.21 0.66  -0.127
3 C -0.94 -0.83 0.02  0.002
4 N -2.56 -0.29 0.00  0.110
5 N -3.60 0.03 -0.06  0.340
6 H 0.63 2.12 -0.05  0.106
7 H 0.46 0.82 -1.27  0.085
8 H -0.29 0.26 1.76  0.137
9 H -0.98 -0.80 -1.01  0.094
10 H -1.38 -1.71 0.46  0.127

Values from the calculation:
SMILES: C=CC[N+]#N
Frontier orbital gap in hartree: 0.390
Net charge: +1

<2>
Here is a gas-phase ion, C3H5N2 (charge +1) from the OMol25 dataset. Energies are from the ωB97M-V functional and the def2-TZVPD basis.

Last column: Löwdin charge in e.
Positions of all 10 atoms, in Å:
1 C -1.73 -0.10 0.05  0.071
2 C -0.87 0.88 0.02  -0.064
3 N 0.28 1.48 0.04  0.110
4 N 1.28 0.56 0.04  0.041
5 C 1.16 -0.73 0.01  0.224
6 H -2.36 -0.15 0.93  0.095
7 H -2.37 -0.34 -0.91  0.157
8 H 2.20 0.87 0.03  0.160
9 H 0.33 -1.27 -0.28  0.086
10 H 2.09 -1.21 0.08  0.120

Values from the calculation:
SMILES: C=C=N[NH+]=C
Frontier orbital gap in hartree: 0.349
Net charge: +1

<3>
Here is a gas-phase ion, C3H5N2 (charge +1) from the OMol25 dataset. Energies are from the ωB97M-V functional and the def2-TZVPD basis.

Last column: Löwdin charge in e.
Positions of all 10 atoms, in Å:
1 N -1.05 0.49 0.94  0.243
2 C -0.41 0.00 -0.06  -0.283
3 C 0.85 0.50 -0.68  -0.022
4 C 1.22 -0.94 -0.31  0.110
5 N -0.01 -1.34 -0.23  0.140
6 H -1.53 0.00 1.72  0.176
7 H -0.70 1.49 1.08  0.184
8 H 1.10 1.58 -0.49  0.147
9 H 0.86 0.46 -1.80  0.152
10 H -0.33 -2.26 -0.16  0.154

Values from the calculation:
SMILES: N[C@]12CC1=[NH+]2
Frontier orbital gap in hartree: 0.358
Net charge: +1

<4>
Here is a gas-phase ion, C3H5N2 (charge +1) from the OMol25 dataset. Energies are from the ωB97M-V functional and the def2-TZVPD basis.

Last column: Löwdin charge in e.
Positions of all 10 atoms, in Å:
1 C -1.81 -0.53 0.41  0.255
2 C 0.55 -1.01 0.33  -0.143
3 C 0.36 1.14 -0.52  0.117
4 N -0.73 -0.99 0.48  0.050
5 N 1.09 0.12 -0.19  0.043
6 H -2.65 0.03 0.68  0.109
7 H 1.08 -1.88 0.65  0.146
8 H -0.80 0.89 -0.64  0.110
9 H 0.80 2.00 -1.06  0.119
10 H 2.10 0.24 -0.13  0.195

Values from the calculation:
Frontier orbital gap in hartree: 0.298
Net charge: +1

Tell me which of them is the least stable. Sure, it is <2>.

<1>
Here is a molecular structure, C3H5N2 from the OMol25 dataset. Energies are from the ωB97M-V functional and the def2-TZVPD basis.

Last column: Löwdin charge in e.
Positions of all 10 atoms, in Å:
1 C -0.54 0.32 1.21  -0.015
2 C -0.13 -0.77 0.34  -0.065
3 C 0.84 0.20 -0.15  -0.218
4 N 0.30 1.16 0.71  0.129
5 N -0.31 -0.13 -1.04  0.224
6 H -0.97 0.59 2.16  0.141
7 H -0.14 -1.87 0.33  0.168
8 H 2.26 0.53 -0.66  0.331
9 H -0.30 -0.57 -1.92  0.170
10 H -1.01 0.53 -0.99  0.134

Values from the calculation:
Frontier orbital gap in hartree: 0.389
Net charge: +1

<2>
Here is a gas-phase ion, C3H5N2 (charge +1) from the OMol25 dataset. Energies are from the ωB97M-V functional and the def2-TZVPD basis.

Last column: Löwdin charge in e.
Positions of all 10 atoms, in Å:
1 C 1.33 -0.74 -0.51  0.297
2 C 1.39 0.45 0.27  -0.021
3 C -1.13 0.14 -0.50  -0.066
4 N 0.11 -0.22 0.01  -0.210
5 N -1.09 -0.73 0.60  0.203
6 H 1.90 0.15 1.22  0.170
7 H 1.71 1.50 0.12  0.173
8 H -1.60 1.16 -0.19  0.189
9 H -1.36 0.00 -1.49  0.121
10 H -1.26 -1.71 0.46  0.144

Values from the calculation:
Frontier orbital gap in hartree: 0.338
Net charge: +1

Tell me which of them is the least stable. Sure, it is <2>.

<1>
Here is 2 unconnected molecules or ions with the total composition H4N2OS2 from the OMol25 dataset. Energies are from the ωB97M-V functional and the def2-TZVPD basis.

Last column: Löwdin charge in e.
Positions of all 9 atoms, in Å:
1 N -1.57 -0.94 0.91  -0.303
2 N 0.75 1.89 -0.32  -0.393
3 O -0.60 -2.04 2.71  -0.514
4 S -0.25 -1.46 1.43  0.762
5 S 1.10 0.30 -0.99  0.560
6 H 2.48 0.51 -0.78  -0.100
7 H -1.72 -0.28 0.13  0.001
8 H 0.07 2.38 -0.91  0.023
9 H 0.31 1.77 0.54  -0.036

Values from the calculation:
Frontier orbital gap in hartree: 0.335

<2>
Here is a molecular structure, H4N2OS2 from the OMol25 dataset. Energies are from the ωB97M-V functional and the def2-TZVPD basis.

Last column: Löwdin charge in e.
Positions of all 9 atoms, in Å:
1 N -1.35 0.34 -0.67  -0.247
2 N 0.95 -0.88 0.57  -0.597
3 O 0.74 1.70 -0.16  -0.650
4 S -0.36 1.04 0.53  0.811
5 S 2.28 -0.31 -0.26  0.538
6 H -2.10 -0.20 -0.28  0.032
7 H -1.69 1.00 -1.35  0.038
8 H 0.42 -1.59 0.08  0.034
9 H 1.11 -1.11 1.55  0.041

Values from the calculation:
Frontier orbital gap (spin up / spin down) in hartree: 0.281 / 0.270

Tell me which of them is the least stable. Sure, it is <2>.

<1>
Here is a molecular structure, C5H12N2O from the OMol25 dataset. Energies are from the ωB97M-V functional and the def2-TZVPD basis.

Last column: Löwdin charge in e.
Positions of all 20 atoms, in Å:
1 N -1.60 1.22 -0.85  0.058
2 C -0.53 0.29 -0.50  -0.325
3 C 0.61 0.92 0.12  -0.076
4 C 1.95 0.91 -0.57  -0.222
5 C 2.48 -0.49 -0.86  -0.095
6 C -1.10 -0.77 0.62  -0.623
7 N -0.41 -1.86 0.75  0.064
8 O -2.07 -0.33 1.24  -0.005
9 H -2.03 0.91 -1.71  0.079
10 H -2.28 1.09 -0.09  0.067
11 H -0.29 -0.41 -1.27  0.128
12 H 0.38 1.82 0.70  0.147
13 H 0.97 0.08 1.19  0.069
14 H 1.89 1.55 -1.45  0.134
15 H 2.66 1.35 0.15  0.114
16 H 1.89 -0.97 -1.65  0.079
17 H 3.48 -0.50 -1.23  0.064
18 H 2.44 -1.11 0.03  0.066
19 H -1.08 -2.62 0.87  0.041
20 H 1.38 -0.20 1.79  0.235

Values from the calculation:
Frontier orbital gap in hartree: 0.216

<2>
Here is a molecular structure, C5H12N2O from the OMol25 dataset. Energies are from the ωB97M-V functional and the def2-TZVPD basis.

Last column: Löwdin charge in e.
Positions of all 20 atoms, in Å:
1 C 0.79 -0.10 1.77  -0.083
2 C 1.84 -0.02 -0.42  -0.059
3 N 0.56 0.04 0.32  -0.273
4 H -0.37 1.36 0.26  0.135
5 H -0.13 0.17 2.29  0.087
6 H 1.57 0.60 2.10  0.090
7 H 1.09 -1.11 2.04  0.090
8 H 2.59 0.64 0.04  0.087
9 H 1.71 0.29 -1.46  0.081
10 H 2.25 -1.03 -0.42  0.091
11 C -0.73 -0.67 -1.74  -0.041
12 C -0.53 -0.77 -0.25  -0.461
13 C -1.63 1.83 0.09  -0.188
14 N -1.26 -1.59 0.40  0.159
15 O -2.00 2.52 -0.85  -0.064
16 H -1.03 -1.62 1.39  0.034
17 H -2.38 1.39 0.80  0.066
18 H -0.07 -1.38 -2.25  0.087
19 H -1.77 -0.88 -1.98  0.088
20 H -0.51 0.34 -2.12  0.075

Values from the calculation:
Frontier orbital gap in hartree: 0.320

Tell me which of them is the least stable. Sure, it is <1>.

<1>
Here is a single C5H12N2O molecule from the OMol25 dataset. Energies are from the ωB97M-V functional and the def2-TZVPD basis.

Last column: Löwdin charge in e.
Positions of all 20 atoms, in Å:
1 C 2.08 -0.70 -0.21  -0.094
2 C 1.67 0.43 -1.17  -0.150
3 C 0.36 0.06 -1.86  -0.513
4 O 0.37 -0.44 -2.97  0.036
5 N -0.82 0.27 -1.21  0.066
6 C -0.97 0.76 0.16  -0.180
7 C -1.84 -0.18 1.03  -0.253
8 N -1.41 0.08 2.42  -0.020
9 H 3.13 -0.72 0.08  0.073
10 H 1.48 -0.72 0.69  0.055
11 H 2.05 -1.68 -0.70  0.085
12 H 1.58 1.35 -0.61  0.100
13 H 2.42 0.46 -1.96  0.113
14 H -1.60 -0.06 -1.76  0.146
15 H 0.00 0.99 0.58  0.091
16 H -1.53 1.69 0.10  0.118
17 H -1.73 -1.20 0.64  0.103
18 H -2.89 0.09 1.06  0.106
19 H -1.93 -0.50 3.07  0.064
20 H -0.42 0.03 2.60  0.055

Values from the calculation:
SMILES: CCC(=O)NCCN
Frontier orbital gap in hartree: 0.382

<2>
Here is a molecular structure, C5H12N2O from the OMol25 dataset. Energies are from the ωB97M-V functional and the def2-TZVPD basis.

Last column: Löwdin charge in e.
Positions of all 20 atoms, in Å:
1 C -0.07 0.86 -0.40  -0.135
2 C -2.61 0.90 0.26  -0.294
3 C -0.53 -1.48 -0.23  -0.088
4 C 2.45 -0.65 -0.40  -0.044
5 N -0.19 -0.23 0.46  -0.100
6 C 1.56 0.23 0.43  -0.336
7 O -1.89 1.34 -0.79  -0.244
8 N 2.00 0.90 1.39  0.166
9 H 0.00 1.84 0.05  0.123
10 H 0.08 0.72 -1.47  0.127
11 H 1.31 1.44 1.90  0.081
12 H -3.44 0.24 -0.03  0.079
13 H -1.92 0.21 0.90  0.074
14 H -2.91 1.69 0.97  0.076
15 H -0.70 -2.25 0.52  0.091
16 H 0.25 -1.83 -0.91  0.075
17 H -1.42 -1.32 -0.85  0.093
18 H 2.16 -0.64 -1.45  0.079
19 H 3.47 -0.28 -0.30  0.088
20 H 2.42 -1.68 -0.04  0.089

Values from the calculation:
Frontier orbital gap in hartree: 0.315

Tell me which of them is the least stable. Sure, it is <2>.